Here is a cluster of 4 separate species, C16H20F12O8 in total from the OMol25 dataset. Energies are from ωB97M-V/def2-TZVPD.

Calculated values
energy relative to the best compared isomer or geometry (same formula, charge and spin) = 71.1 kJ/mol
electronic energy = -2422.04159 Eh
structure (SMILES) = CCOC(=O)C(F)(F)F.CCOC(=O)C(F)(F)F.CCOC(=O)C(F)(F)F.CCOC(=O)C(F)(F)F
total charge = 0

Each line ends with the Mulliken charge.
Positions of all 56 atoms, in Å:
F  -2.628  2.123  3.281  -0.27
F  -4.478  2.099  -3.467  -0.27
F  -5.859  0.529  -3.873  -0.27
F  -4.134  0.161  -2.598  -0.22
F  -0.047  2.026  -1.186  -0.24
F  -1.756  1.664  -2.464  -0.25
F  0.258  -3.359  2.325  -0.25
F  2.303  -3.849  1.898  -0.25
F  -1.153  1.271  4.587  -0.25
F  1.295  -4.694  3.630  -0.26
F  -1.395  0.541  2.547  -0.22
F  -1.663  0.736  -0.525  -0.25
O  -2.950  -0.618  -4.735  -0.23
O  -3.876  1.010  -5.958  -0.51
O  -0.454  3.026  1.655  -0.52
O  -0.413  -1.204  -1.557  -0.25
O  1.100  -1.887  4.477  -0.53
O  3.081  -1.963  3.456  -0.31
O  0.521  3.010  3.666  -0.24
O  0.355  0.027  -3.259  -0.52
C  0.232  -2.403  -2.000  -0.18
C  1.703  3.690  3.217  -0.18
C  -0.928  1.108  -1.575  0.83
C  3.550  -0.811  4.183  -0.54
C  -3.731  0.432  -4.928  0.28
C  1.867  -2.402  3.723  0.40
C  -0.215  -0.094  -2.219  0.33
C  -2.063  -1.014  -5.771  -0.24
C  -4.564  0.777  -3.687  0.95
C  1.440  -3.614  2.886  0.87
C  2.896  0.478  3.724  -0.45
C  -0.372  2.620  2.778  0.39
C  1.689  -2.418  -1.607  -0.85
C  -1.403  1.609  3.327  0.91
C  2.450  4.136  4.453  -1.28
C  -2.711  -2.094  -6.651  -1.08
H  2.290  -3.077  -2.233  0.35
H  1.781  -2.830  -0.601  0.09
H  -1.816  -0.187  -6.442  0.32
H  3.252  0.893  2.785  0.29
H  1.381  4.494  2.551  0.45
H  3.374  4.626  4.136  0.38
H  -2.344  -2.060  -7.674  0.33
H  2.127  -1.423  -1.622  0.34
H  1.809  0.383  3.762  0.20
H  1.892  4.933  4.947  0.36
H  -1.121  -1.275  -5.295  0.34
H  0.059  -2.640  -3.053  0.19
H  2.284  3.003  2.598  0.23
H  -0.353  -3.188  -1.517  0.42
H  3.070  1.258  4.469  0.10
H  3.369  -1.051  5.231  0.36
H  2.653  3.322  5.140  0.29
H  -3.790  -1.958  -6.620  0.31
H  4.613  -0.784  3.955  0.34
H  -2.477  -3.090  -6.270  0.30



Here is an isolated molecule of C16H20FNO3S from the OMol25 dataset. Energies are from ωB97M-V/def2-TZVPD.

Calculated values
electronic energy = -1399.96552 Eh
structure (SMILES) = C#CC[C@H](C[C@H]1CO1)OC[C@H](C#C)O[C@H](CCCF)N=C=S
total charge = 0

Each line ends with the Mulliken charge.
Positions of all 42 atoms, in Å:
S  -4.345  -0.686  -4.137  -0.39
F  -2.113  2.289  2.735  -0.33
O  1.346  0.646  -1.690  -0.49
O  -1.871  -1.098  -1.484  -0.48
O  4.030  -2.200  0.768  -0.52
N  -4.098  -0.446  -1.395  -0.65
C  0.279  -1.925  -1.791  -1.21
C  1.185  2.610  2.368  -0.12
C  2.309  2.086  0.020  -1.08
C  3.619  -0.868  0.784  0.24
C  -0.516  -0.886  -1.138  1.16
C  -4.174  -0.579  -2.596  0.49
C  -2.784  -0.306  -0.743  0.50
C  -2.063  1.482  1.612  0.43
C  -2.999  0.312  1.792  -0.68
C  1.690  2.384  1.305  -0.31
C  -2.899  -0.774  0.710  -0.77
C  2.699  -1.888  1.298  -0.45
C  -0.048  0.518  -1.573  -0.87
C  2.008  0.625  -0.433  0.96
C  3.275  -0.213  -0.551  -1.31
C  0.982  -2.765  -2.271  0.08
H  -0.486  0.738  -2.545  0.35
H  -3.815  -1.357  0.756  0.43
H  3.383  2.245  0.090  0.34
H  -1.032  1.172  1.431  -0.30
H  -4.024  0.657  1.910  0.31
H  -0.347  -1.009  -0.063  -0.11
H  0.696  2.714  3.304  0.45
H  1.384  0.190  0.347  0.11
H  1.524  -3.593  -2.653  0.52
H  2.623  -2.055  2.363  0.35
H  -2.529  0.749  -0.844  0.34
H  4.098  -0.238  1.529  0.42
H  -2.731  -0.161  2.738  0.34
H  4.134  0.403  -0.813  0.34
H  3.142  -1.038  -1.244  0.35
H  -2.370  2.105  0.770  0.21
H  -0.412  1.280  -0.875  0.37
H  -2.103  -1.471  0.956  0.40
H  2.015  -2.387  0.624  0.16
H  1.925  2.758  -0.746  0.42



Here is an isolated molecule of C16H20FNO6S from the OMol25 dataset. Energies are from ωB97M-V/def2-TZVPD.

Calculated values
electronic energy = -1625.95309 Eh
structure (SMILES) = CCN(CC)S(=O)(=O)c1ccc(F)c(C(=O)O[C@@H]2C[C@H](C)OC2=O)c1
total charge = 0

Each line ends with the Mulliken charge.
Positions of all 45 atoms, in Å:
S  -3.232  0.295  0.910  1.29
F  0.873  4.278  -0.451  -0.31
O  4.565  -1.714  0.396  -0.33
O  2.548  2.711  1.312  -0.56
O  -4.486  0.975  1.031  -0.73
O  -2.767  -0.485  2.020  -0.69
O  2.539  -2.096  1.248  -0.56
O  2.046  0.635  0.615  -0.26
N  -3.254  -0.556  -0.518  0.17
C  -4.560  -0.915  -1.033  -0.59
C  -1.973  -2.666  0.002  -1.19
C  -0.054  3.377  -0.101  0.27
C  -2.341  2.694  -0.095  -0.49
C  -1.968  1.520  0.534  -0.25
C  -1.379  3.636  -0.415  -0.83
C  -0.650  1.265  0.852  -0.02
C  3.395  -1.341  0.905  0.14
C  0.335  2.196  0.529  0.20
C  -2.099  -1.377  -0.808  -0.36
C  6.079  -0.880  -1.284  -1.50
C  -5.327  -1.913  -0.170  -0.97
C  3.344  0.199  0.975  0.48
C  5.393  -0.597  0.041  0.56
C  4.454  0.617  0.015  -0.99
C  1.759  1.923  0.869  0.23
H  -2.697  -3.409  -0.321  0.33
H  -0.392  0.355  1.373  0.64
H  -2.119  -1.602  -1.879  0.39
H  -0.975  -3.077  -0.128  0.44
H  6.706  -0.036  -1.558  0.37
H  -1.225  -0.749  -0.615  0.15
H  3.560  0.522  2.003  0.33
H  4.032  0.747  -0.984  0.33
H  -4.835  -2.881  -0.145  0.22
H  -3.384  2.856  -0.312  0.51
H  -2.127  -2.451  1.055  0.28
H  -1.634  4.564  -0.902  0.48
H  6.143  -0.488  0.836  0.24
H  5.337  -1.044  -2.062  0.38
H  4.949  1.537  0.315  0.36
H  -6.331  -2.042  -0.566  0.38
H  -4.423  -1.301  -2.047  0.40
H  -5.130  0.015  -1.084  0.34
H  -5.394  -1.528  0.844  0.33
H  6.696  -1.770  -1.200  0.37